# 1
C4H8O2 | ωB97M-V/def2-TZVPD

The energy relative to the best compared isomer or geometry (same formula, charge and spin) is 215.1 kJ/mol. For the HOMO-LUMO gap, the calculation gives 10.6 eV. As for the HOMO energy: -0.3592 Ha. The spin multiplicity is 1.

Last column: natural (NBO) charge in e.
Atoms and positions in Å:
C: 1.5050 0.1396 -0.2638  -0.622
C: 0.1310 -0.1412 0.3310  0.201
O: 0.3431 -0.7613 1.5732  -0.707
C: -0.7712 -0.8097 -0.7183  -0.090
O: -1.3192 0.4642 -1.0930  -0.538
C: -0.8923 0.9985 0.1940  -0.108
H: 1.4224 0.6258 -1.2409  0.219
H: 2.0068 -0.8252 -0.4068  0.220
H: 2.1357 0.7438 0.3953  0.218
H: -0.3998 -0.5759 2.1575  0.474
H: -1.4646 -1.5080 -0.2123  0.168
H: -0.3172 -1.2555 -1.6033  0.186
H: -1.8801 0.8792 0.6805  0.189
H: -0.4997 2.0258 0.2071  0.190

Force components x, y, z for each atom (eV/Å):
C 0.026 0.033 -0.006
C 0.158 -0.037 -0.304
O -0.212 0.051 0.167
C 0.152 -0.421 -0.182
O 0.543 0.099 -0.250
C -0.883 0.135 -0.406
H -0.055 -0.038 0.161
H -0.069 0.167 0.029
H -0.221 -0.002 -0.030
H -0.031 -0.109 -0.090
H -0.156 0.337 -0.399
H 0.103 -0.350 0.212
H 1.008 0.351 1.310
H -0.364 -0.215 -0.211



# 2
C3H5CsO3 | ωB97M-V/def2-TZVPD

The energy relative to the best compared isomer or geometry (same formula, charge and spin) is 7.9 kJ/mol. For the HOMO-LUMO gap, the calculation gives 6.2 eV. As for the HOMO energy: -0.2613 Ha. The spin multiplicity is 1.

Last column: natural (NBO) charge in e.
Atoms and positions in Å:
H: -0.4547 0.0513 -0.5870  0.502
O: 1.0160 -1.4623 -1.8101  -0.863
C: 1.4342 -0.4071 -1.2643  0.950
O: 2.6034 0.0170 -1.4333  -0.839
Cs: 3.8819 -2.2081 -3.9362  0.989
O: 0.5712 0.4086 -0.6337  -0.744
C: -0.8918 0.5937 1.9122  -0.312
C: -2.0375 0.5564 1.1616  -0.473
H: -0.4740 -0.3416 2.2936  0.197
H: -0.3486 1.5343 2.0278  0.203
H: -2.7614 -0.2404 1.3517  0.197
H: -2.5386 1.4979 0.9177  0.192

Force components x, y, z for each atom (eV/Å):
H 4.215 0.819 -0.379
O -0.576 -0.465 0.394
C 0.934 -0.904 -2.675
O 0.185 0.316 0.669
Cs -0.715 0.538 0.839
O -3.850 -0.300 1.059
C -1.545 -0.181 -1.689
C 0.287 0.765 3.041
H -0.058 0.476 0.120
H 0.087 -0.502 -0.122
H 0.563 -0.383 -0.803
H 0.473 -0.179 -0.454



# 3
C4H8Cl4NOP | ωB97M-V/def2-TZVPD

The energy relative to the best compared isomer or geometry (same formula, charge and spin) is 108.8 kJ/mol. For the HOMO-LUMO gap, the calculation gives 10.7 eV. As for the HOMO energy: -0.3822 Ha. The spin multiplicity is 1.

Last column: natural (NBO) charge in e.
Atoms and positions in Å:
C: -0.4753 1.2040 -0.0178  -0.634
C: -0.1209 -1.2400 0.7340  -0.639
C: 0.0687 -0.2385 -0.2892  -0.038
C: 4.2259 -0.4255 -0.1030  -0.538
N: 1.4945 -0.0572 -0.7884  -1.001
O: 2.3850 0.3654 1.7657  -1.051
P: 2.6184 0.4686 0.3555  2.068
Cl: 5.3607 0.3658 0.9156  0.084
Cl: 4.8518 -0.5431 -1.7160  0.067
Cl: 3.8898 -2.0444 0.3389  0.079
Cl: 2.8524 2.6699 -0.1717  -0.386
H: -0.1381 1.9709 -0.7847  0.223
H: -1.5638 1.1961 0.2334  0.225
H: 0.1300 1.4381 0.8814  0.222
H: -1.0841 -1.7103 0.7786  0.230
H: -0.0138 -0.7788 1.7788  0.218
H: 0.6580 -1.9462 0.6541  0.231
H: -0.3210 -0.8100 -1.1749  0.205
H: 1.5559 0.5737 -1.6632  0.434

Force components x, y, z for each atom (eV/Å):
C 0.567 -0.712 0.254
C 0.402 0.924 4.405
C -0.329 1.470 -4.290
C -0.641 0.932 -0.133
N 0.878 1.274 0.359
O -0.552 -0.395 1.565
P -0.063 1.842 -3.687
Cl 1.207 0.352 0.855
Cl -0.143 0.832 -1.102
Cl -0.385 -1.629 1.073
Cl 0.128 -2.253 0.279
H -0.893 -1.117 0.677
H 0.904 0.286 -0.353
H -0.752 0.376 -0.106
H -0.493 -0.193 -0.587
H 0.070 -0.614 -1.220
H 0.700 -1.233 -0.047
H -0.321 1.325 0.174
H -0.285 -1.464 1.886



# 4
C5H10O | ωB97M-V/def2-TZVPD

The energy relative to the best compared isomer or geometry (same formula, charge and spin) is 431.8 kJ/mol. For the HOMO-LUMO gap, the calculation gives 9.1 eV. As for the HOMO energy: -0.3051 Ha. The spin multiplicity is 1.

Last column: natural (NBO) charge in e.
Atoms and positions in Å:
C: -1.6528 0.3964 0.3780  -0.658
C: -0.2029 0.0103 0.4094  0.022
C: 0.5542 -1.1254 0.2207  -0.229
C: 1.2453 -0.5571 -0.9602  -0.444
C: 0.8267 0.8151 -0.2947  0.070
O: 0.3859 1.9096 -1.0355  -0.714
H: -1.9309 1.2498 1.0004  0.227
H: -1.8142 0.7107 -0.6654  0.232
H: -2.3240 -0.4396 0.5830  0.228
H: -0.8309 -1.2400 1.9512  0.004
H: 0.9076 -1.9142 0.8668  0.222
H: -0.8487 -1.8464 1.5012  0.000
H: 2.2773 -0.8110 -1.2004  0.191
H: 0.6024 -0.6456 -1.8480  0.205
H: 1.6388 1.0837 0.3981  0.169
H: 1.1662 2.4036 -1.3044  0.473

Force components x, y, z for each atom (eV/Å):
C -0.028 0.014 0.173
C -0.020 0.038 -0.507
C 0.333 0.178 -0.023
C 0.511 0.057 -0.231
C 0.071 0.084 -0.048
O 0.159 0.286 -0.442
H 0.136 -0.057 0.052
H -0.077 0.002 0.261
H 0.183 0.136 0.088
H -0.363 -0.739 0.368
H -0.607 -0.418 -0.398
H -0.502 -0.044 0.882
H 0.210 0.200 0.041
H 0.378 -0.059 0.107
H -0.257 0.187 -0.198
H -0.127 0.136 -0.128



# 5
C40H36BrN4O3PPd | ωB97M-V/def2-TZVPD

For the HOMO-LUMO gap, the calculation gives 6.7 eV. As for the HOMO energy: -0.4710 Ha. The spin multiplicity is 1. Its charge is +2.

Last column: Mulliken charge in e.
Atoms and positions in Å:
Pd: 0.4671 0.6563 -1.1998  0.459
Br: 6.7925 -3.0872 -1.6750  -0.144
C: 5.0908 -2.4095 -1.2607  -0.541
C: 4.6937 -2.2633 0.0665  -0.693
C: 3.4410 -1.7810 0.3888  -0.256
C: 2.5312 -1.4163 -0.6029  0.475
O: 1.2885 -1.0184 -0.2935  0.503
C: 2.9606 -1.5087 -1.9033  -0.169
C: 2.1226 -1.0789 -2.9672  -0.398
N: 1.0748 -0.3842 -2.8585  0.145
C: 0.2186 -0.1794 -4.0070  -1.159
C: 0.0406 -1.0561 -5.0088  0.101
C: -0.7761 -0.7136 -6.1296  -1.074
C: -1.3753 0.4979 -6.1915  -0.877
C: -1.2029 1.4213 -5.1269  1.006
C: -1.7652 2.7199 -5.1094  -0.600
C: -1.5202 3.5441 -4.0587  -1.383
C: -0.7380 3.0672 -2.9822  0.214
N: -0.2264 1.8701 -2.9505  0.148
C: -0.4298 1.0476 -4.0270  0.609
C: 4.2299 -2.0384 -2.2399  -0.698
H: 5.3854 -2.5327 0.8580  0.477
H: 3.1503 -1.6808 1.4257  0.558
H: 2.4323 -1.3396 -3.9822  0.642
H: 0.5043 -2.0358 -4.9608  0.662
H: -0.9146 -1.4329 -6.9287  0.439
H: -1.9904 0.7732 -7.0426  0.433
H: -2.3784 3.0488 -5.9442  0.479
H: -1.9103 4.5543 -4.0279  0.453
H: -0.5249 3.7168 -2.1427  0.610
H: 4.5154 -2.1334 -3.2840  0.540
O: 0.9579 0.9309 1.2667  -0.731
C: 0.4123 0.1845 1.9645  1.379
C: -0.2712 0.2756 3.2640  -0.120
C: -0.4976 1.2942 4.1863  -0.831
C: -1.1866 0.9411 5.3238  -0.652
C: -1.6185 -0.3873 5.5241  -0.722
C: -1.3835 -1.3867 4.6020  -0.936
C: -0.7039 -1.0243 3.4385  0.517
P: -0.0114 -1.6962 1.8972  1.924
C: 1.1169 -2.9717 2.3631  0.499
C: 0.9658 -4.2486 1.8259  -0.399
C: 1.7845 -5.2751 2.2842  -0.919
C: 2.7426 -5.0181 3.2543  -0.576
C: 2.8951 -3.7358 3.7821  -0.875
C: 2.0785 -2.7090 3.3458  -0.413
C: -1.3412 -2.3258 0.8857  0.067
C: -2.4178 -2.8703 1.5969  -0.594
C: -3.5261 -3.3507 0.9214  -0.810
C: -3.5766 -3.2836 -0.4661  -0.689
C: -2.5035 -2.7588 -1.1761  -0.755
C: -1.3824 -2.2858 -0.5078  -0.028
H: -0.1362 2.3033 4.0300  0.626
H: -1.3912 1.6848 6.0848  0.466
H: -2.1464 -0.6298 6.4398  0.465
H: -1.7110 -2.4020 4.7995  0.563
H: 0.2241 -4.4420 1.0569  0.495
H: 1.6699 -6.2749 1.8830  0.462
H: 3.3753 -5.8236 3.6103  0.456
H: 3.6480 -3.5445 4.5370  0.461
H: 2.1905 -1.7147 3.7690  0.473
H: -2.3996 -2.9264 2.6773  0.184
H: -4.3533 -3.7715 1.4798  0.471
H: -4.4530 -3.6485 -0.9927  0.417
H: -2.5292 -2.7294 -2.2591  0.533
H: -0.5290 -1.9463 -1.0661  0.486
C: 1.4664 3.6845 -0.2506  -0.913
N: 0.2076 3.9817 0.4185  0.450
C: 0.3408 4.8602 1.5902  -1.304
C: -0.9016 3.2408 0.2105  0.145
O: -0.8879 2.0624 -0.2340  -0.495
N: -2.1033 3.7879 0.5068  0.339
C: -3.2779 2.9162 0.5759  -1.084
C: -2.3937 5.2219 0.4105  -1.168
H: 1.9646 4.6228 -0.4922  0.510
H: 1.2979 3.1704 -1.1750  0.263
H: 2.1286 3.0933 0.3771  0.234
H: 1.1701 4.4990 2.2026  0.391
H: -0.5639 4.8421 2.1892  0.435
H: 0.5553 5.8886 1.2981  0.292
H: -2.9829 1.9076 0.8345  0.224
H: -3.8041 2.8900 -0.3796  0.316
H: -3.9553 3.2986 1.3368  0.425
H: -1.5575 5.7523 -0.0342  0.385
H: -2.6150 5.6642 1.3830  0.316
H: -3.2682 5.3549 -0.2275  0.379

Force components x, y, z for each atom (eV/Å):
Pd 0.373 -0.806 -3.760
Br 0.073 -0.039 0.001
C 0.266 -0.128 0.256
C -0.081 0.005 0.501
C 0.258 -0.131 0.445
C -0.923 0.532 1.068
O 0.250 -0.164 0.592
C 0.729 -0.122 -1.427
C 1.296 -0.837 -0.630
N -1.993 1.229 0.387
C 0.810 0.014 1.264
C -0.246 -0.963 -1.059
C 0.431 -0.586 0.328
C -0.213 0.457 -0.008
C -0.198 0.223 -0.230
C -0.177 -0.139 -0.365
C 0.191 0.196 0.355
C -0.239 0.573 -0.142
N -0.131 -0.491 0.681
C -0.003 0.842 0.353
C -0.512 0.269 -0.566
H -0.082 0.027 -0.048
H 0.148 0.013 -0.151
H -0.087 -0.184 0.098
H -0.045 0.050 -0.101
H 0.070 0.036 0.114
H 0.060 -0.005 0.114
H 0.085 -0.052 0.093
H 0.049 -0.098 0.025
H -0.127 -0.027 -0.044
H -0.078 0.059 0.110
O 1.521 1.950 -0.749
C -1.060 -1.202 1.564
C 0.140 0.238 -0.238
C 0.062 0.138 -0.012
C -0.111 -0.189 0.117
C -0.050 0.238 0.219
C 0.079 -0.160 -0.214
C -0.316 -0.498 0.373
P -0.504 0.310 0.440
C 0.262 -0.279 -0.109
C 0.194 -0.010 -0.024
C -0.011 0.024 -0.024
C 0.011 0.001 0.008
C 0.008 -0.032 -0.012
C -0.047 -0.159 0.048
C -0.270 0.010 -0.103
C -0.018 0.042 -0.071
C -0.050 -0.026 -0.062
C -0.028 0.019 -0.041
C -0.025 -0.047 0.071
C -0.088 -0.257 -0.002
H -0.018 -0.056 -0.021
H -0.001 -0.075 -0.027
H 0.044 0.039 -0.057
H 0.040 0.099 -0.034
H 0.062 0.021 0.113
H 0.017 0.067 0.024
H -0.041 0.075 -0.033
H -0.053 -0.021 -0.029
H -0.045 -0.053 -0.027
H 0.002 0.031 -0.033
H 0.047 0.014 -0.042
H 0.118 0.034 0.058
H -0.015 -0.002 0.063
H 0.087 0.168 -0.026
C 0.005 0.303 0.452
N 0.306 0.424 0.192
C 0.000 -0.112 -0.251
C -0.450 -0.441 0.261
O 0.208 0.057 0.256
N -0.213 0.085 0.101
C 0.134 0.221 -0.046
C 0.053 -0.229 0.053
H 0.001 0.065 0.058
H -0.088 -0.346 -0.440
H 0.065 -0.120 0.084
H 0.004 -0.005 -0.021
H -0.020 -0.025 -0.023
H -0.015 -0.005 -0.029
H 0.068 -0.077 0.034
H -0.015 -0.002 -0.045
H -0.014 0.052 0.019
H 0.055 -0.003 -0.019
H 0.007 -0.046 0.018
H 0.012 -0.002 -0.013



# 6
C5H9NOS | ωB97M-V/def2-TZVPD

The energy relative to the best compared isomer or geometry (same formula, charge and spin) is 690.6 kJ/mol. The SMILES is S=CNOCC1CC1. For the HOMO-LUMO gap, the calculation gives 8.7 eV. As for the HOMO energy: -0.3114 Ha. The spin multiplicity is 1.

Last column: natural (NBO) charge in e.
Atoms and positions in Å:
S: 2.0815 -1.2512 -0.2551  -0.105
C: 1.8569 0.2127 0.5972  -0.091
N: 1.0190 1.2705 0.6101  -0.334
O: 0.4313 1.4500 -0.6259  -0.379
C: -1.1007 1.3686 -0.5575  -0.073
C: -1.5257 -0.0263 0.2549  -0.282
C: -2.8605 -0.7690 0.7446  -0.443
C: -1.9618 -1.1028 -0.5384  -0.418
H: 2.7238 0.2489 1.4405  0.214
H: 1.5038 2.2473 0.8037  0.403
H: -1.5288 1.3627 -1.5344  0.202
H: -1.7246 2.1604 0.0466  0.185
H: -0.5312 -0.1929 1.0155  0.233
H: -3.7608 -0.0458 0.4999  0.200
H: -3.0481 -1.2802 1.6900  0.235
H: -2.5719 -0.9615 -1.6285  0.216
H: -1.3988 -2.1129 -0.5208  0.236

Force components x, y, z for each atom (eV/Å):
S -1.241 2.577 0.814
C 4.132 -2.760 1.829
N 1.705 2.594 -0.547
O -3.916 0.184 -0.757
C -1.425 -0.942 4.251
C 4.421 2.010 2.191
C -0.530 3.901 -2.915
C -2.698 -4.395 -2.141
H -2.420 0.630 -1.664
H -1.107 -2.804 0.124
H 0.520 -0.158 -0.884
H 2.204 -0.548 -1.034
H -3.188 -0.047 -2.258
H 1.609 -1.885 0.296
H 0.979 -0.074 -0.398
H 1.953 -0.094 3.189
H -0.995 1.811 -0.096



Repeat the second record exactly.
C3H5CsO3 | ωB97M-V/def2-TZVPD

The energy relative to the best compared isomer or geometry (same formula, charge and spin) is 7.9 kJ/mol. For the HOMO-LUMO gap, the calculation gives 6.2 eV. As for the HOMO energy: -0.2613 Ha. The spin multiplicity is 1.

Last column: natural (NBO) charge in e.
Atoms and positions in Å:
H: -0.4547 0.0513 -0.5870  0.502
O: 1.0160 -1.4623 -1.8101  -0.863
C: 1.4342 -0.4071 -1.2643  0.950
O: 2.6034 0.0170 -1.4333  -0.839
Cs: 3.8819 -2.2081 -3.9362  0.989
O: 0.5712 0.4086 -0.6337  -0.744
C: -0.8918 0.5937 1.9122  -0.312
C: -2.0375 0.5564 1.1616  -0.473
H: -0.4740 -0.3416 2.2936  0.197
H: -0.3486 1.5343 2.0278  0.203
H: -2.7614 -0.2404 1.3517  0.197
H: -2.5386 1.4979 0.9177  0.192

Force components x, y, z for each atom (eV/Å):
H 4.215 0.819 -0.379
O -0.576 -0.465 0.394
C 0.934 -0.904 -2.675
O 0.185 0.316 0.669
Cs -0.715 0.538 0.839
O -3.850 -0.300 1.059
C -1.545 -0.181 -1.689
C 0.287 0.765 3.041
H -0.058 0.476 0.120
H 0.087 -0.502 -0.122
H 0.563 -0.383 -0.803
H 0.473 -0.179 -0.454



What is the formula in the sixth record? C5H9NOS



The lowest HOMO-LUMO gap belongs to which entry? C3H5CsO3



Copy entry 1 word for word.
C4H8O2 | ωB97M-V/def2-TZVPD

The energy relative to the best compared isomer or geometry (same formula, charge and spin) is 215.1 kJ/mol. For the HOMO-LUMO gap, the calculation gives 10.6 eV. As for the HOMO energy: -0.3592 Ha. The spin multiplicity is 1.

Last column: natural (NBO) charge in e.
Atoms and positions in Å:
C: 1.5050 0.1396 -0.2638  -0.622
C: 0.1310 -0.1412 0.3310  0.201
O: 0.3431 -0.7613 1.5732  -0.707
C: -0.7712 -0.8097 -0.7183  -0.090
O: -1.3192 0.4642 -1.0930  -0.538
C: -0.8923 0.9985 0.1940  -0.108
H: 1.4224 0.6258 -1.2409  0.219
H: 2.0068 -0.8252 -0.4068  0.220
H: 2.1357 0.7438 0.3953  0.218
H: -0.3998 -0.5759 2.1575  0.474
H: -1.4646 -1.5080 -0.2123  0.168
H: -0.3172 -1.2555 -1.6033  0.186
H: -1.8801 0.8792 0.6805  0.189
H: -0.4997 2.0258 0.2071  0.190

Force components x, y, z for each atom (eV/Å):
C 0.026 0.033 -0.006
C 0.158 -0.037 -0.304
O -0.212 0.051 0.167
C 0.152 -0.421 -0.182
O 0.543 0.099 -0.250
C -0.883 0.135 -0.406
H -0.055 -0.038 0.161
H -0.069 0.167 0.029
H -0.221 -0.002 -0.030
H -0.031 -0.109 -0.090
H -0.156 0.337 -0.399
H 0.103 -0.350 0.212
H 1.008 0.351 1.310
H -0.364 -0.215 -0.211